Record 1
# C14H28N2O4

An isolated molecule of C14H28N2O4 (the ωB97M-V functional and the def2-TZVPD basis, the Open Molecules 2025 dataset).

Its molar mass is 288.39 g/mol. The HOMO energy comes out at -9.6 eV. The value obtained for the orbital gap is 0.3827 Eh. As for the total energy: -26144.5241 eV. The SMILES is CCCCNC(=O)OC[C@H](CC)NC(=O)OCC(C)C. The value obtained for the energy above the lowest of the compared OMol25 structures with the same formula, charge and spin is 17.8 kJ/mol.

Geometry as ORCA input:
```
! RIJCOSX wB97M-V def2-TZVPD def2/J DEFGRID3
* xyz 0 1
C 5.67966 2.05825 -0.90799
C 5.78813 1.57990 0.53520
C 6.19790 0.11117 0.65217
H 7.15267 -0.04124 0.14565
C 5.17947 -0.85856 0.04664
N 3.87716 -0.74919 0.66093
C 2.83484 -0.15525 0.04649
O 2.80467 0.19019 -1.10911
O 1.80118 -0.02192 0.91958
C 0.59745 0.51716 0.40057
H 0.82008 1.02966 -0.54317
C -0.48065 -0.55666 0.15955
N -1.66249 0.09615 -0.35865
C -2.77127 0.31118 0.38640
O -2.94463 -0.09542 1.50745
O -3.66199 1.04547 -0.31853
C -4.92499 1.26203 0.30487
C -5.88231 0.08700 0.08162
C -6.16082 -0.09609 -1.40771
H -6.69167 0.76851 -1.80137
H -5.22832 -0.20636 -1.95587
H -6.76934 -0.98146 -1.57511
C -7.17550 0.32001 0.85613
H -7.66260 1.23196 0.51682
H -6.97471 0.41018 1.92069
H -7.85848 -0.51187 0.70382
H -5.39288 -0.81303 0.46813
H -4.76945 1.41755 1.37743
H -5.31772 2.17377 -0.15077
H -1.60854 0.54340 -1.26000
C -0.01283 -1.66354 -0.79795
C 0.61083 -2.84377 -0.06117
H 0.94027 -3.59710 -0.77296
H 1.46905 -2.52710 0.52478
H -0.11548 -3.29659 0.61015
H 0.70332 -1.25133 -1.51111
H -0.88109 -2.01679 -1.35825
H -0.77466 -0.99358 1.11978
H 0.23386 1.23972 1.13662
H 3.80006 -0.90335 1.65419
H 5.03974 -0.65509 -1.01554
H 5.53858 -1.88622 0.16432
H 6.33656 -0.13639 1.70806
H 4.82927 1.73038 1.03647
H 6.53184 2.18367 1.06096
H 4.84438 1.58045 -1.41255
H 6.59420 1.83692 -1.45426
H 5.51726 3.13324 -0.93338
*
```

---

Record 2
# C14H28N2O4RuSe3

A structure of composition C14H28N2O4RuSe3 (the ωB97M-V functional and the def2-TZVPD basis, the Open Molecules 2025 dataset).

Its molar mass is 626.34 g/mol. The HOMO energy (alpha / beta) comes out at -10.2 / -10.0 eV. The value obtained for the orbital gap (alpha / beta) is 0.2417 / 0.2435 Eh. As for the expectation value of S²: 0.773. As for the total energy: -224756.2193 eV. The value obtained for the energy above the lowest of the compared OMol25 structures with the same formula, charge and spin is 11.8 kJ/mol.

Geometry as ORCA input:
```
! RIJCOSX wB97M-V def2-TZVPD def2/J DEFGRID3
* xyz 1 2
Ru -0.95971 -0.42165 -0.50275
O 2.31931 -2.52432 3.41729
C 2.96667 -1.48652 2.68790
C 1.99798 -0.96415 1.60945
C 2.86961 0.05003 0.85076
O 2.23734 0.87396 -0.11857
C 0.81718 -0.34240 2.36734
Se -0.47251 0.83584 1.47202
C 1.57239 -2.19691 0.78535
Se 0.83478 -1.89327 -1.00386
H 2.92264 -2.86954 4.08163
H 3.87705 -1.85559 2.20335
H 3.24551 -0.66259 3.34966
H 3.65971 -0.49265 0.32909
H 3.34897 0.69027 1.59911
H 1.99727 1.70106 0.31019
H 1.20913 0.28646 3.17018
H 0.24263 -1.13402 2.83495
H 0.87721 -2.81587 1.33881
H 2.46143 -2.80136 0.59659
C -2.39842 -2.14059 2.15297
O -1.88732 -2.14861 0.81839
C -2.74019 -2.78608 -0.12905
C -3.90364 -1.90089 -0.45738
O -3.36741 -0.61404 -0.73678
C -4.36683 0.39443 -0.92399
H -2.56383 -3.16729 2.47946
H -3.32689 -1.57094 2.21909
H -1.65831 -1.66706 2.78684
H -3.09182 -3.75123 0.23988
H -2.11934 -2.96192 -1.00332
H -4.60885 -1.81621 0.37122
H -4.43939 -2.30356 -1.32020
H -4.94691 0.19516 -1.82484
H -3.85722 1.34700 -1.02748
H -5.03114 0.42271 -0.05916
C -0.80560 3.95313 -1.06689
N 0.39491 3.37025 -1.69060
C 1.63492 3.98544 -1.74488
C 2.46398 3.12379 -2.36370
N 1.71755 2.00380 -2.67642
C 2.24422 0.81701 -3.37199
C 0.46447 2.16009 -2.25422
Se -1.00572 0.97863 -2.49029
H -0.53580 4.92944 -0.67816
H -1.13698 3.31269 -0.25665
H -1.59642 4.05470 -1.80096
H 1.80337 4.97265 -1.35002
H 3.50703 3.20520 -2.61871
H 3.31327 0.96147 -3.49728
H 1.76139 0.72151 -4.34066
H 2.05833 -0.05745 -2.76271
*
```

---

Record 3
# C14H28N3S5SbSiTc

A structure of composition C14H28N3S5SbSiTc (the ωB97M-V functional and the def2-TZVPD basis, the Open Molecules 2025 dataset).

Its molar mass is 646.58 g/mol. The HOMO energy (alpha / beta) comes out at -7.1 / -7.3 eV. The value obtained for the orbital gap (alpha / beta) is 0.2380 / 0.2365 Eh. As for the expectation value of S²: 1.174. As for the total energy: -90234.0233 eV.

Geometry as ORCA input:
```
! RIJCOSX wB97M-V def2-TZVPD def2/J DEFGRID3
* xyz 0 2
Tc -1.13957 -0.06717 1.03049
S -0.91384 0.47295 6.23372
Sb -2.83147 1.71393 5.08425
S -0.53925 -0.54940 4.50165
S -1.08023 0.94472 3.11262
S -4.45224 0.14634 5.04799
C 5.24255 1.35536 -2.01738
Si 3.42969 1.84946 -1.80968
C 3.32727 3.72564 -1.72264
C 2.48624 1.21871 -3.32406
C 2.78894 0.90024 -0.29883
C 3.60173 0.06749 0.44884
C 3.07522 -0.74842 1.45629
C 1.71788 -0.75185 1.64284
N 0.89585 0.04575 0.93471
C 1.41328 0.91905 0.03932
S 0.25356 2.00659 -0.58075
H 5.59112 1.63706 -3.01294
H 5.38388 0.27737 -1.91527
H 5.88407 1.85321 -1.28692
H 3.79916 4.14793 -2.61368
H 3.84689 4.12817 -0.85125
H 2.29282 4.06647 -1.69059
H 2.88197 1.66731 -4.23846
H 1.43142 1.48100 -3.25300
H 2.57062 0.13339 -3.42084
H 4.66779 0.03065 0.25550
H 3.70616 -1.37777 2.06707
H 1.24594 -1.38946 2.37979
C -4.32397 0.00071 1.42644
N -3.23061 -0.94997 1.15686
C -3.13388 -1.90435 2.28261
C -3.52870 -1.69471 -0.08588
C -2.25270 -2.20021 -0.72887
N -1.31214 -1.09484 -0.96836
C -1.87402 -0.19531 -1.99696
C -0.05539 -1.65436 -1.48867
H -5.28888 -0.51758 1.46161
H -4.34849 0.76341 0.64816
H -4.16715 0.47913 2.38991
H -4.04648 -2.50519 2.36009
H -3.00479 -1.36531 3.21992
H -2.28102 -2.57307 2.14041
H -4.06316 -1.04194 -0.77422
H -4.18360 -2.54369 0.13330
H -2.48758 -2.71506 -1.66921
H -1.76726 -2.92225 -0.06827
H -2.13940 -0.76279 -2.89863
H -1.13572 0.55592 -2.25169
H -2.75156 0.32379 -1.61773
H -0.22982 -2.18733 -2.43055
H 0.37615 -2.34942 -0.76812
H 0.65271 -0.85030 -1.67091
*
```